No. 1
Molecular formula: C4H5NO2
Method: DFT, ωB97M-V with the def2-TZVPD basis set

XYZ file:
```
12
Properties=species:S:1:pos:R:3:forces:R:3:mulliken_charge:R:1
C -1.725 -0.277 1.841 0.002 1.295 2.306 -0.516
C -1.327 0.051 0.599 -1.022 2.682 -0.297 -0.377
C -0.085 -0.147 -0.110 3.717 -1.118 -1.119 0.595
N 0.927 -0.823 0.285 -0.429 -0.070 0.499 -0.276
O 1.973 -0.677 -0.637 0.601 -0.848 2.564 -0.238
C 1.569 0.195 -1.614 0.547 3.249 1.524 -0.070
O 0.281 0.515 -1.343 -4.495 0.245 1.971 -0.359
H -2.611 0.250 2.583 2.407 -1.581 -3.032 0.224
H -0.977 -0.816 2.466 -0.948 -0.164 -0.601 0.295
H -1.730 0.918 0.046 -1.106 -0.703 0.427 0.271
H 2.084 1.202 -1.702 0.364 -1.281 0.243 0.198
H 1.622 -0.389 -2.413 0.359 -1.706 -4.486 0.251
```
Forces are in eV/Å.

Calculated values
- E_tot: -360.4953 Eh
- HOMO level: -8.82 eV
- Energy relative to the best compared isomer or geometry (same formula, charge and spin): 109.26 kcal per mole
- HOMO-LUMO gap: 8.9 eV
- Total charge: 0
- Largest force on an atom: 4.9 eV Å⁻¹
- SMILES: C=CC1=NOCO1

=====

No. 2
Molecular formula: C4H5NO2
Method: DFT, ωB97M-V with the def2-TZVPD basis set

XYZ file:
```
12
Properties=species:S:1:pos:R:3:forces:R:3:mulliken_charge:R:1
N 0.571 1.918 -1.109 0.217 0.223 -0.120 -0.483
C 0.250 0.796 -0.365 -0.121 -0.085 -0.104 0.197
C -0.385 -0.385 -0.631 0.034 0.238 0.006 -0.464
C -0.458 -1.062 0.635 0.227 0.334 0.149 0.777
O -1.004 -2.284 0.880 -0.040 -0.103 -0.137 -0.540
C 0.126 -0.265 1.559 -0.067 -0.214 -0.042 -0.678
O 0.554 0.890 0.943 0.053 0.158 -0.164 -0.386
H 1.507 2.298 -0.956 -0.592 -0.274 -0.138 0.231
H 0.249 1.958 -2.072 0.245 -0.234 0.486 0.217
H -0.793 -0.721 -1.574 0.157 0.056 0.070 0.359
H -0.929 -2.806 0.074 -0.096 -0.019 0.108 0.313
H 0.313 -0.338 2.616 -0.017 -0.078 -0.115 0.458
```
Forces are in eV/Å.

Calculated values
- E_tot: -360.6266 Eh
- HOMO level: -7.68 eV
- Energy relative to the best compared isomer or geometry (same formula, charge and spin): 26.84 kcal per mole
- HOMO-LUMO gap: 8.5 eV
- Total charge: 0
- Largest force on an atom: 0.7 eV Å⁻¹
- SMILES: Nc1cc(O)co1

=====

Repeat the second record exactly.
Molecular formula: C4H5NO2
Method: DFT, ωB97M-V with the def2-TZVPD basis set

XYZ file:
```
12
Properties=species:S:1:pos:R:3:forces:R:3:mulliken_charge:R:1
N 0.571 1.918 -1.109 0.217 0.223 -0.120 -0.483
C 0.250 0.796 -0.365 -0.121 -0.085 -0.104 0.197
C -0.385 -0.385 -0.631 0.034 0.238 0.006 -0.464
C -0.458 -1.062 0.635 0.227 0.334 0.149 0.777
O -1.004 -2.284 0.880 -0.040 -0.103 -0.137 -0.540
C 0.126 -0.265 1.559 -0.067 -0.214 -0.042 -0.678
O 0.554 0.890 0.943 0.053 0.158 -0.164 -0.386
H 1.507 2.298 -0.956 -0.592 -0.274 -0.138 0.231
H 0.249 1.958 -2.072 0.245 -0.234 0.486 0.217
H -0.793 -0.721 -1.574 0.157 0.056 0.070 0.359
H -0.929 -2.806 0.074 -0.096 -0.019 0.108 0.313
H 0.313 -0.338 2.616 -0.017 -0.078 -0.115 0.458
```
Forces are in eV/Å.

Calculated values
- E_tot: -360.6266 Eh
- HOMO level: -7.68 eV
- Energy relative to the best compared isomer or geometry (same formula, charge and spin): 26.84 kcal per mole
- HOMO-LUMO gap: 8.5 eV
- Total charge: 0
- Largest force on an atom: 0.7 eV Å⁻¹
- SMILES: Nc1cc(O)co1